Record 1
Computed, not measured: one molecule with the formula C5H10N2S, with ωB97M-V/def2-TZVPD.

## Properties
charge = 0
SMILES = N[C@@H]1C[C@H](S)[C@@H]2N[C@@H]21
multiplicity = 1

```
18
Properties=species:S:1:pos:R:3:forces:R:3
N -0.37522 0.84549 -1.74820 -0.87 0.69 -0.90
C -0.26802 1.05176 -0.28032 0.37 1.15 -0.62
C 1.18214 0.75592 0.28780 -2.41 0.63 1.21
C 1.14267 -0.67865 0.79064 0.13 -0.66 -1.40
S 1.75913 -1.77448 -0.55447 0.35 -0.47 0.29
C -0.33248 -0.92245 1.11177 0.09 -1.53 1.35
N -1.20141 -1.21730 -0.03990 -0.60 0.27 0.46
C -1.16370 0.15474 0.54291 -0.03 -0.58 -0.09
H -0.34642 1.75899 -2.30126 -0.13 -1.75 1.30
H -1.26223 0.34773 -1.98698 1.12 0.61 0.30
H -0.58674 2.09780 -0.06739 0.56 -0.49 0.10
H 1.96430 0.96769 -0.39728 0.71 0.37 -0.38
H 1.16039 1.37811 1.19793 0.71 0.15 -0.32
H 1.84097 -0.88769 1.61173 -0.46 0.17 -0.06
H 1.08598 -1.21937 -1.56697 -0.19 0.14 0.06
H -0.54547 -1.54086 2.03431 0.07 1.20 -0.95
H -2.04604 -1.70716 0.29880 0.66 0.31 -0.20
H -2.00786 0.58974 1.06688 -0.08 -0.21 -0.15
```
Positions in Å, forces in eV/Å.



Record 2
Computed, not measured: one molecule with the formula C5H10N2S, with ωB97M-V/def2-TZVPD.

## Properties
charge = 0
SMILES = CC1=NC[C@@H](CS)N1
multiplicity = 1

```
18
Properties=species:S:1:pos:R:3:forces:R:3
C 2.89886 -1.00211 -0.09930 -0.65 0.06 0.37
C 1.64980 -0.14505 -0.08313 1.39 0.38 -0.24
N 1.51532 0.89567 -0.80566 -0.71 0.07 -0.14
C 0.17486 1.47324 -0.48792 0.52 -0.11 -0.04
C -0.25283 0.69423 0.78638 -0.92 0.75 -0.46
C -1.72638 0.28037 0.82468 0.23 0.20 0.36
S -2.25780 -0.69888 -0.57801 -0.31 -0.17 -0.43
N 0.63729 -0.44136 0.81778 -0.43 -0.17 -1.00
H 3.35028 -1.04606 0.91041 -0.20 0.03 -0.43
H 3.60470 -0.56237 -0.79482 0.05 -0.10 -0.05
H 2.63054 -2.02630 -0.39041 0.19 0.22 0.01
H 0.22826 2.55641 -0.26989 0.19 -0.49 -0.23
H -0.49273 1.34946 -1.36554 0.25 -0.14 0.60
H -0.01976 1.33726 1.63559 -0.28 0.07 0.28
H -1.93900 -0.25561 1.75460 -0.05 0.14 -0.10
H -2.36851 1.16462 0.77469 0.10 -0.03 0.18
H -1.38084 -1.69565 -0.45716 0.18 -0.09 0.12
H 0.97769 -0.62394 1.72158 0.45 -0.62 1.19
```
Positions in Å, forces in eV/Å.



Record 3
Computed, not measured: a 2-piece molecular cluster, C5H10N2Si overall, with ωB97M-V/def2-TZVPD.

## Properties
charge = 0
multiplicity = 1

```
18
Properties=species:S:1:pos:R:3:forces:R:3
C -3.19890 0.41641 -0.43323 0.13 -1.33 1.52
C -2.77277 -0.52980 0.55282 -0.12 -0.04 0.82
C -1.99607 0.93984 -0.88318 -1.13 -1.05 1.84
C 1.79311 -1.66000 -0.32112 0.02 -1.96 0.39
C 2.28350 1.14699 0.93509 2.09 0.32 -1.21
N -1.42803 -0.48768 0.70222 -0.99 -0.39 0.05
N -0.98804 0.44751 -0.14130 2.58 -0.65 -0.90
Si 1.65698 0.13622 -0.62364 -2.06 -0.18 2.85
H -4.25322 0.68112 -0.52218 0.59 0.08 -0.67
H -3.40186 -1.17979 1.25377 1.07 1.04 -1.28
H -1.87934 1.73019 -1.50889 0.61 2.02 -1.88
H 1.81260 -2.38077 -1.20209 0.84 1.16 0.85
H 2.54251 -1.89327 0.52998 -1.14 0.18 -1.63
H 0.79691 -1.99606 0.03643 0.18 0.61 0.52
H 1.41713 1.76709 1.20236 0.48 -0.31 0.55
H 2.89029 0.60907 1.73814 -1.97 -0.15 -0.76
H 3.17866 1.81341 0.70733 -1.41 -0.12 -0.56
H 1.54655 0.43951 -2.02252 0.22 0.79 -0.49
```
Positions in Å, forces in eV/Å.



Record 4
Computed, not measured: C5H10N3 as an isolated structure, with ωB97M-V/def2-TZVPD.

## Properties
charge = +1
multiplicity = 1

```
18
Properties=species:S:1:pos:R:3:forces:R:3
C 0.24198 -0.78622 2.18475 0.02 0.18 -1.38
C 1.37019 0.23299 0.70521 4.72 0.14 0.54
C 2.53655 0.72574 0.25443 0.46 0.99 -0.58
C -1.93025 -0.28767 1.09327 -2.65 -1.54 0.70
C -0.43421 1.29495 -0.68841 1.03 1.99 1.73
N 1.41759 -0.48428 1.88514 -0.15 -0.51 0.33
N -0.67948 -0.37607 1.13289 1.61 2.51 0.09
N 0.11657 0.36988 0.23465 -1.71 -2.36 1.10
H -0.07867 -1.27867 3.03864 -0.89 -0.88 1.30
H 2.41444 1.48251 -0.50479 0.37 -0.11 -0.62
H 3.62150 0.57719 0.58081 -2.23 -0.12 0.12
H -1.46489 -2.45432 -1.20486 0.38 1.51 1.24
H -2.69299 -0.71910 1.74016 1.05 -0.24 0.69
H -2.40144 0.04571 0.23177 -0.41 0.99 -1.56
H -0.53667 0.94855 -1.65574 -0.02 -0.95 -2.04
H -1.40942 1.56720 -0.32411 -0.29 0.65 0.11
H 0.26961 2.16927 -0.64378 -0.94 -0.55 -0.30
H -1.31367 -1.84656 -0.69322 -0.37 -1.69 -1.47
```
Positions in Å, forces in eV/Å.



Record 5
Computed, not measured: an isolated ion of composition C5H10N3 and charge +1, with ωB97M-V/def2-TZVPD.

## Properties
charge = +1
multiplicity = 1

```
18
Properties=species:S:1:pos:R:3:forces:R:3
C -1.61752 -0.98325 -0.40267 -1.42 -1.46 -0.70
C -0.29414 -1.13735 -0.41733 0.08 2.06 1.95
C -2.17171 0.26024 -0.07186 4.69 5.33 2.40
C 1.36349 0.38650 -1.09970 2.80 -2.10 -0.99
C 1.47999 -0.04110 1.19636 0.56 -1.96 0.72
N -0.33795 1.15894 0.38370 -5.64 -0.14 -0.79
N -3.19044 1.06378 0.16950 1.47 -0.78 -0.16
N 0.47344 0.13339 0.02619 0.51 -1.83 0.83
H -2.26960 -1.83576 -0.63951 0.44 0.20 -0.11
H 0.25747 -2.02842 -0.58267 0.49 -0.49 -0.29
H 1.82843 -0.61686 -1.32787 0.04 1.19 0.19
H 0.91068 0.65359 -1.97952 -1.96 0.73 -1.83
H 2.16216 1.11459 -0.97706 -0.26 0.01 0.89
H 1.05338 -0.30451 2.17572 -0.65 0.38 -0.72
H 2.14798 -0.88884 0.95997 -0.23 0.41 -0.20
H 2.11472 0.84014 1.32550 -0.65 0.10 -0.49
H -4.14613 0.76694 -0.00840 0.02 0.22 0.21
H -2.99336 2.03459 0.56891 -0.30 -1.88 -0.92
```
Positions in Å, forces in eV/Å.



Record 6
Computed, not measured: an isolated ion of composition C5H10N3 and charge +1, with ωB97M-V/def2-TZVPD.

## Properties
charge = +1
SMILES = Cc1[nH+]c(N)cn1C
multiplicity = 1

```
18
Properties=species:S:1:pos:R:3:forces:R:3
C 0.48995 -0.92823 1.85568 -1.52 1.14 0.70
C -0.11161 -0.21446 0.65667 2.21 -1.54 1.15
N -1.38593 0.08323 0.56092 -1.04 1.07 -1.90
C -1.60175 0.64046 -0.78013 1.21 -0.49 3.17
N -2.65295 1.41764 -1.03145 -1.31 0.56 -1.53
C -0.36227 0.56583 -1.38831 -2.46 0.05 -1.66
N 0.48807 0.03319 -0.49106 0.70 -1.23 0.77
C 1.86642 -0.13646 -0.88457 0.94 -0.55 -0.21
H 1.43280 -0.53185 2.19224 0.69 -0.24 -0.54
H -0.11132 -0.76352 2.77878 -0.12 0.20 -0.80
H 0.41509 -1.98690 1.72338 0.66 -0.73 -0.29
H -2.01733 -0.25396 1.28733 -0.19 0.64 -0.59
H -2.57872 1.74333 -2.00711 -1.02 0.18 1.05
H -3.51855 1.53355 -0.46830 1.26 -0.46 -0.95
H -0.12606 0.60142 -2.46803 -0.11 0.42 1.05
H 1.93003 -0.30552 -2.00025 -0.13 -0.94 1.46
H 2.22715 0.84614 -0.86263 1.17 1.50 0.44
H 2.47809 -0.75980 -0.16404 -0.94 0.40 -1.31
```
Positions in Å, forces in eV/Å.



Record 7
Computed, not measured: an isolated ion of composition C5H10N3 and charge +1, with ωB97M-V/def2-TZVPD.

## Properties
charge = +1
SMILES = [H]/N=N/C=C(C)\[NH+]=C\C
multiplicity = 1

```
18
Properties=species:S:1:pos:R:3:forces:R:3
H 2.36299 2.24942 0.70195 2.37 2.86 3.65
N 2.02906 1.60816 0.11729 -3.07 -3.34 -4.60
N 2.47537 0.46851 0.22097 2.45 1.54 1.64
C 2.06499 -0.68338 -0.20257 -5.88 -0.26 -0.81
C 0.59212 -0.90514 -0.23945 3.44 -3.39 0.09
C 0.29207 -2.38753 0.12947 -0.93 -0.24 2.71
N -0.53006 -0.13068 -0.20568 -1.46 1.91 -0.02
C -0.86679 1.13851 -0.39865 0.62 -0.19 1.45
C -2.24010 1.65409 -0.09163 1.52 1.66 -2.01
H 2.61889 -1.61127 -0.25220 0.57 0.55 0.04
H 0.42519 -2.47553 1.32423 0.21 0.09 -2.59
H -0.78673 -2.59343 0.09785 0.14 0.07 -0.53
H 0.78530 -3.28527 -0.34563 -0.04 1.58 0.24
H -1.41795 -0.57934 0.00678 0.49 -1.14 0.17
H -0.08889 1.84131 -0.58650 0.62 0.24 -0.55
H -3.01841 1.02700 -0.41980 -1.03 -1.05 -0.02
H -2.40344 2.09778 0.86890 0.20 -0.37 1.02
H -2.29363 2.56678 -0.72533 -0.23 -0.51 0.11
```
Positions in Å, forces in eV/Å.



Record 8
Computed, not measured: C5H10N3 as an isolated structure, with ωB97M-V/def2-TZVPD.

## Properties
charge = +1
multiplicity = 1

```
18
Properties=species:S:1:pos:R:3:forces:R:3
C 0.62857 2.28006 -1.38376 -1.46 0.20 0.56
C 0.71517 0.97492 -1.04129 1.01 -1.85 -0.05
C 1.06055 -0.88533 1.29223 1.05 -1.40 0.21
C -0.95394 -1.85042 -0.08087 1.78 -1.50 -1.11
C -0.33526 -0.92643 0.84070 -2.40 3.78 1.13
N -0.58126 2.70357 -0.93049 1.31 2.74 -1.01
N -1.06564 1.72076 -0.32932 -4.30 -0.52 3.24
N -0.36704 0.65939 -0.30246 2.72 -2.95 -0.31
H 1.40780 2.88874 -1.75047 0.10 0.76 -0.85
H 1.47964 0.26165 -1.36751 -0.39 0.32 0.56
H 1.65891 -0.65184 0.37155 -0.01 0.03 1.50
H 1.42554 -1.93966 1.57906 -0.77 1.41 -0.29
H 1.13482 -0.22728 2.19832 0.50 -0.41 -1.27
H -0.55576 -1.70387 -1.10939 -0.04 -0.43 0.68
H -1.99593 -1.67957 -0.13156 -1.10 -0.38 0.08
H -0.61718 -2.85691 0.27652 -0.82 0.44 -0.46
H -1.10292 -0.45260 1.58797 1.57 -1.14 -1.14
H -1.93608 1.68481 0.28077 1.25 0.92 -1.47
```
Positions in Å, forces in eV/Å.



Record 9
Computed, not measured: one molecule with the formula C5H10N3O2PS, with ωB97M-V/def2-TZVPD.

## Properties
charge = 0
SMILES = O=S1(=O)N2CN3CN1CP(C3)C2
multiplicity = 1

```
22
Properties=species:S:1:pos:R:3:forces:R:3
O -0.58822 0.98093 3.02550 -0.74 -1.07 0.41
S 0.18752 1.28025 1.88074 0.55 0.80 -0.42
O 1.07143 2.40256 2.03689 -0.15 -0.84 -1.37
N 1.03665 -0.09323 1.35178 0.44 0.50 0.25
C 1.61721 0.13408 0.02524 0.00 -1.27 0.32
N 0.67476 0.33657 -1.00264 -0.16 1.80 -0.78
C -0.11244 1.49062 -0.71618 -1.87 1.55 -0.02
N -0.88233 1.48149 0.55458 1.11 -0.70 1.30
C -1.76234 0.31324 0.51759 -2.36 0.19 0.42
P -1.14139 -1.34719 0.23920 0.30 -0.74 -1.43
C -0.05018 -0.83551 -1.26469 -0.12 -2.42 0.71
C 0.22230 -1.33101 1.41792 0.31 0.36 -0.39
H 2.16598 -0.75534 -0.24913 0.42 -0.31 0.23
H 2.27034 0.93855 0.04371 1.31 1.62 0.37
H 0.41537 2.40671 -0.65487 1.50 0.58 0.01
H -0.91891 1.81087 -1.40863 0.59 -1.14 -0.44
H -2.47378 0.25570 1.38380 0.75 0.43 -0.65
H -2.38365 0.42800 -0.37349 -0.35 0.45 0.05
H -0.66551 -0.72764 -2.10834 -1.12 0.38 -1.15
H 0.68006 -1.62404 -1.59372 -0.66 0.35 0.63
H 0.74585 -2.25957 1.07792 0.47 0.82 1.28
H -0.15916 -1.23247 2.41483 -0.22 -1.32 0.68
```
Positions in Å, forces in eV/Å.



Record 10
Computed, not measured: an isolated ion of composition C5H10N3O2S and charge +1, with ωB97M-V/def2-TZVPD.

## Properties
charge = +1
SMILES = CN(C)S(=O)(=O)[n+]1cc[nH]c1
multiplicity = 1

```
21
Properties=species:S:1:pos:R:3:forces:R:3
C -1.63353 -1.21142 -1.44511 3.82 -1.67 0.19
N -1.24097 0.05390 -0.85175 -0.32 1.25 -0.78
C -2.37127 0.94852 -0.54923 -0.78 -1.77 1.73
S 0.24555 0.66376 -1.14458 -2.08 4.33 0.06
O 0.89783 0.06449 -2.23887 0.55 -0.71 0.13
O 0.17808 2.13661 -0.98916 0.31 -3.98 0.16
N 1.14312 0.11806 0.30718 1.63 -0.56 -0.68
C 0.68332 0.33278 1.55857 4.32 -2.08 0.80
C 1.65194 -0.09753 2.42928 -1.69 0.61 0.72
N 2.68402 -0.58541 1.69928 0.06 0.88 -0.83
C 2.37335 -0.38484 0.43017 2.60 -1.12 -3.38
H -0.56339 -1.70565 -1.31169 -2.70 -0.54 -0.69
H -2.42532 -1.68581 -0.86161 0.43 0.03 0.08
H -1.88771 -1.22592 -2.51280 0.06 0.48 0.29
H -2.07917 1.48938 0.31719 -0.12 0.87 0.69
H -2.70849 1.62215 -1.30122 -0.03 0.24 -0.90
H -3.21090 0.22884 -0.20941 1.23 1.36 -0.71
H -0.20808 0.72423 1.57013 -4.68 2.04 1.25
H 1.66529 -0.09527 3.49162 -0.08 0.01 0.51
H 3.64130 -0.77262 1.99595 -0.51 -0.20 0.12
H 3.16503 -0.61825 -0.38395 -2.03 0.53 1.23
```
Positions in Å, forces in eV/Å.



Energy relative to the best compared isomer or geometry (same formula, charge and spin) per entry: 40.9, 8.1, 93.8, 131.3, 174.4, 24.0, 128.7, 92.9, 0.0, 46.1 kcal per mole